Run a
Density functional theory data (wB97M-V/def2-TZVPD) for a single C4H6N4 molecule.

Atoms and positions in Å:
H 2.40 -1.19 -0.68
N 1.86 -0.39 -0.91
C 0.80 -0.63 -0.02
C 0.94 -1.42 1.12
N 0.85 -1.76 2.35
N -0.53 -0.19 -0.09
C -1.33 0.09 1.23
N -0.91 0.73 -0.98
C -0.11 1.33 -1.98
H -2.23 0.56 1.01
H -0.53 0.44 1.99
H -1.49 -0.91 1.58
H -0.85 1.80 -2.69
H 1.13 1.53 -1.92

The calculation puts the gap between HOMO and LUMO at 8.18 eV. The spin multiplicity is 1. Its molar mass is 110.1 g/mol. Its HOMO energy is -9.0 eV.



Run b
Density functional theory data (wB97M-V/def2-TZVPD) for a single C4H6N4 molecule.

Atoms and positions in Å:
H 3.23 0.55 0.42
N 2.40 0.16 1.00
C 1.23 -0.06 0.46
C 0.22 -0.69 1.41
C -0.46 -1.29 2.21
N 0.79 0.25 -0.84
C -0.42 -0.34 -1.41
N -1.63 0.00 -1.19
N -1.87 1.07 -0.42
H -0.92 -1.93 3.02
H 1.51 0.32 -1.51
H -0.21 -1.19 -2.14
H -2.79 1.41 -0.51
H -1.07 1.74 -0.49

The calculation puts the gap between HOMO and LUMO at 9.64 eV. The spin multiplicity is 1. Its molar mass is 110.1 g/mol. Its HOMO energy is -8.8 eV.



Run c
Density functional theory data (wB97M-V/def2-TZVPD) for 2 unconnected molecules or ions with the total composition C4H6N4.

Atoms and positions in Å:
C -0.58 1.39 -0.99
C -0.98 0.27 -1.66
C 1.22 0.16 -1.37
C 0.47 -1.47 2.08
N 0.76 1.35 -0.98
N -0.77 0.14 3.24
N 0.05 -0.61 2.76
N 0.14 -0.50 -1.79
H -1.00 2.32 -0.60
H -2.02 -0.18 -1.84
H 1.18 -2.18 1.93
H 2.16 -0.29 -1.39
H -0.71 1.03 2.75
H 0.07 -1.45 -2.13

The calculation puts the gap between HOMO and LUMO at 9.28 eV. The spin multiplicity is 1. Its molar mass is 110.1 g/mol. Its HOMO energy is -8.6 eV.



Name the most stable of them. run b.



Run a
Density functional theory data (wB97M-V/def2-TZVPD) for a single C4H6N4 molecule.

Atoms and positions in Å:
H -0.91 3.57 0.86
N -0.15 3.00 1.16
C 0.13 1.96 0.17
C -0.81 1.43 -0.95
N -0.59 0.16 -1.01
C 0.56 -0.14 -0.29
C 0.94 -1.60 -0.18
N 0.01 -2.72 0.32
N 0.95 0.77 0.46
H -1.91 1.89 -1.22
H 1.58 -1.32 0.60
H 1.25 -1.93 -1.22
H 0.01 -2.45 1.46
H -1.06 -2.63 -0.17

The calculation puts the gap between HOMO and LUMO at 8.32 eV. The spin multiplicity is 1. Its molar mass is 110.1 g/mol. Its HOMO energy is -10.0 eV.



Run b
Density functional theory data (wB97M-V/def2-TZVPD) for a single C4H6N4 molecule.

Atoms and positions in Å:
C -0.76 -2.41 1.58
N -0.67 -2.30 0.33
N -1.35 -1.33 -0.24
C -0.71 -0.35 -0.71
C 0.75 -0.19 -0.73
N 1.44 0.86 -1.00
N 0.67 1.97 -1.25
C 0.73 2.90 -0.36
H -0.17 -3.23 2.03
H -1.41 -1.76 2.19
H -1.30 0.38 -1.27
H 1.36 -1.09 -0.55
H 1.28 2.73 0.58
H 0.13 3.80 -0.59

The calculation puts the gap between HOMO and LUMO at 9.55 eV. The spin multiplicity is 1. Its molar mass is 110.1 g/mol. Its HOMO energy is -9.6 eV.



Name the most stable of them. run b.



Run a
Density functional theory data (wB97M-V/def2-TZVPD) for a single C4H6N4 molecule.

Atoms and positions in Å:
C 1.23 -1.52 1.64
C 0.67 -0.55 0.82
N -0.74 -1.08 0.76
C -1.54 -0.50 -0.05
N -1.52 0.74 -0.81
N -0.33 1.57 -0.95
C 1.03 0.98 -0.95
N 1.48 0.11 -0.16
H 2.19 -1.21 1.89
H 0.93 -2.34 2.18
H -2.52 -0.98 -0.10
H -2.24 0.63 -1.50
H -0.41 2.54 -1.44
H 1.65 1.41 -1.79

The calculation puts the gap between HOMO and LUMO at 8.67 eV. The spin multiplicity is 1. Its molar mass is 110.1 g/mol. Its HOMO energy is -8.2 eV.



Run b
Density functional theory data (wB97M-V/def2-TZVPD) for a single C4H6N4 molecule.

Atoms and positions in Å:
H 2.70 -0.80 0.73
N 1.91 -1.08 1.38
C 0.86 -0.54 0.79
N -0.28 -0.51 1.53
N -1.62 -0.05 1.15
C -1.75 0.34 -0.08
C -0.70 0.26 -1.12
N 0.23 1.32 -0.87
C 0.75 -0.08 -0.63
H -0.44 -0.74 2.59
H -2.89 0.66 -0.25
H -1.04 0.00 -2.04
H 0.73 1.57 -1.70
H 1.54 -0.36 -1.49

The calculation puts the gap between HOMO and LUMO at 9.26 eV. The spin multiplicity is 1. Its molar mass is 110.1 g/mol. Its HOMO energy is -8.7 eV.



Run c
Density functional theory data (wB97M-V/def2-TZVPD) for a molecular structure, C4H6N4.

Atoms and positions in Å:
C -1.73 0.38 -0.35
C -0.45 0.76 -0.77
C 1.04 -1.14 1.39
C -0.22 -0.72 0.72
H -2.14 -0.40 -0.99
H -2.38 1.24 -0.03
H -0.40 1.07 -1.93
H 0.08 1.55 -0.29
H 1.90 0.81 -0.53
H 1.39 -1.36 2.43
N 0.31 -0.62 -0.68
N 1.78 -0.45 -0.67
N 2.14 -0.90 0.73
N -1.33 -0.22 0.97

The calculation puts the gap between HOMO and LUMO at 9.57 eV. The spin multiplicity is 1. Its molar mass is 110.1 g/mol. Its HOMO energy is -9.5 eV.



Run d
Density functional theory data (wB97M-V/def2-TZVPD) for a single C4H6N4 molecule.

Atoms and positions in Å:
H -3.58 -0.41 -1.03
N -2.90 0.29 -0.55
N -1.85 -0.31 -0.30
C -1.12 0.41 0.78
C 0.24 0.20 0.36
N 0.96 1.24 0.04
C 2.13 0.71 -0.35
C 2.07 -0.64 -0.50
N 0.82 -0.95 0.08
H -1.28 -0.18 1.68
H -1.64 1.38 0.98
H 2.90 1.40 -0.50
H 2.86 -1.31 -0.52
H 0.38 -1.82 -0.20

The calculation puts the gap between HOMO and LUMO at 9.40 eV. The spin multiplicity is 1. Its molar mass is 110.1 g/mol. Its HOMO energy is -8.8 eV.



Name the most stable of them. run d.



Run a
Density functional theory data (wB97M-V/def2-TZVPD) for a single C5H5NO molecule.

Atoms and positions in Å:
O 1.49 0.66 -1.17
C 0.92 0.71 0.11
C -0.56 0.23 0.10
C 0.09 -2.08 -0.57
C -0.75 -1.09 -0.65
C -1.06 0.13 1.48
N -1.40 0.05 2.58
H 1.64 -0.27 -1.40
H 1.48 0.13 0.85
H 0.93 1.76 0.42
H -1.16 0.99 -0.43
H -1.61 -1.22 -1.31

The calculation puts the gap between HOMO and LUMO at 9.89 eV. The spin multiplicity is 1. Its molar mass is 95.1 g/mol. Its HOMO energy is -11.2 eV.



Run b
Density functional theory data (wB97M-V/def2-TZVPD) for a single C5H5NO molecule.

Atoms and positions in Å:
O 0.64 1.35 -2.14
C 0.57 1.56 -0.80
C 1.06 0.78 0.13
C 1.07 -0.22 0.99
C -0.16 -0.99 1.01
N -0.80 -1.98 1.46
C -1.47 -1.07 0.41
H 0.97 0.45 -2.29
H 0.07 2.50 -0.57
H 1.91 -0.49 1.62
H -2.27 -0.42 0.76
H -1.60 -1.48 -0.59

The calculation puts the gap between HOMO and LUMO at 9.85 eV. The spin multiplicity is 1. Its molar mass is 95.1 g/mol. Its HOMO energy is -9.7 eV.



Run c
Density functional theory data (wB97M-V/def2-TZVPD) for a single C5H5NO molecule.

Atoms and positions in Å:
N -1.58 1.93 -1.55
C -0.66 1.42 -1.05
C 0.54 0.83 -0.49
C 0.68 -0.81 -0.55
C 0.48 -0.07 0.71
C -0.87 -0.33 1.32
O -1.03 -0.49 2.50
H 1.30 0.56 -1.20
H -0.12 -1.35 -1.04
H 1.68 -1.26 -0.68
H 1.29 -0.03 1.42
H -1.71 -0.40 0.59

The calculation puts the gap between HOMO and LUMO at 10.70 eV. The spin multiplicity is 1. Its molar mass is 95.1 g/mol. Its HOMO energy is -10.1 eV.



Name the most stable of them. run c.



Run a
Density functional theory data (wB97M-V/def2-TZVPD) for a single C5H5NO molecule.

Atoms and positions in Å:
C 0.99 2.22 0.03
C 0.74 1.05 -0.09
C 0.38 -0.36 -0.27
C 1.43 -1.29 0.18
N 2.25 -2.06 0.43
C -1.02 -0.68 0.34
O -2.04 -0.30 -0.54
H 1.24 3.25 0.12
H 0.28 -0.54 -1.35
H -1.14 -0.19 1.31
H -1.11 -1.76 0.49
H -2.00 0.66 -0.65

The calculation puts the gap between HOMO and LUMO at 11.48 eV. The spin multiplicity is 1. Its molar mass is 95.1 g/mol. Its HOMO energy is -10.8 eV.



Run b
Density functional theory data (wB97M-V/def2-TZVPD) for 2 unconnected molecules or ions with the total composition C5H5NO.

Atoms and positions in Å:
O 1.17 0.75 1.21
C 0.07 -0.10 1.39
C -0.48 -0.79 0.24
C 0.28 -1.07 -0.83
C 0.99 -1.40 -1.78
C -1.53 1.46 -0.67
N -2.56 1.58 -1.18
H 1.75 0.32 0.57
H 0.32 -0.96 2.04
H -0.68 0.44 1.96
H -0.56 1.66 -0.26
H 1.24 -1.88 -2.70

The calculation puts the gap between HOMO and LUMO (spin up / spin down) at 7.20 / 7.20 eV. The spin multiplicity is 1. Its molar mass is 95.1 g/mol. Its HOMO energy (spin up / spin down) is -8.9 / -8.9 eV.



Name the most stable of them. run a.



Run a
Density functional theory data (wB97M-V/def2-TZVPD) for a single C5H5NO molecule.

Atoms and positions in Å:
C 2.62 1.47 -0.74
C 1.55 0.90 -0.67
C 0.30 0.23 -0.84
O -0.16 -0.27 -1.86
N -0.42 0.28 0.31
C -0.62 -0.92 1.05
C -1.76 -0.41 0.40
H 3.59 2.03 -0.76
H -0.49 -0.89 2.08
H -0.11 -1.85 0.70
H -2.06 -0.92 -0.48
H -2.42 0.35 0.80

The calculation puts the gap between HOMO and LUMO at 10.18 eV. The spin multiplicity is 1. Its molar mass is 95.1 g/mol. Its HOMO energy is -9.8 eV.



Run b
Density functional theory data (wB97M-V/def2-TZVPD) for a single C5H5NO molecule.

Atoms and positions in Å:
C -0.40 -0.31 -1.76
C 0.28 1.65 0.32
C 0.77 -0.30 1.75
C 0.24 0.32 0.64
C -0.68 -0.25 -0.30
N 0.74 -0.91 2.79
O 0.11 2.68 -0.20
H 1.58 -1.36 3.15
H -1.64 -0.56 0.10
H -1.24 -0.78 -2.29
H -0.27 0.69 -2.22
H 0.50 -0.88 -2.00

The calculation puts the gap between HOMO and LUMO (spin up / spin down) at 6.43 / 6.57 eV. The spin multiplicity is 1. Its molar mass is 95.1 g/mol. Its HOMO energy (spin up / spin down) is -6.6 / -6.7 eV.



Run c
Density functional theory data (wB97M-V/def2-TZVPD) for a single C5H5NO molecule.

Atoms and positions in Å:
O -2.02 0.00 -0.35
C -0.86 0.19 -0.69
C -0.45 0.60 -2.05
C 0.21 0.95 -3.00
C 0.32 -0.11 0.13
C 0.50 -0.26 2.19
N -0.09 -1.01 1.25
H 0.88 1.27 -3.77
H 1.14 -0.48 -0.50
H -0.10 0.04 3.07
H 1.57 -0.31 2.40
H -1.09 -0.88 1.31

The calculation puts the gap between HOMO and LUMO (spin up / spin down) at 7.16 / 6.85 eV. The spin multiplicity is 1. Its molar mass is 95.1 g/mol. Its HOMO energy (spin up / spin down) is -8.2 / -8.1 eV.



Run d
Density functional theory data (wB97M-V/def2-TZVPD) for a single C5H5NO molecule.

Atoms and positions in Å:
O 0.57 -0.08 1.68
C 0.75 0.05 0.49
C 2.11 -0.07 -0.09
C 2.61 0.09 -1.29
C -0.39 0.34 -0.44
C -1.61 -0.51 -0.25
N -1.60 0.88 0.16
H 2.93 -0.33 0.59
H -0.13 0.71 -1.43
H -1.55 -1.28 0.52
H -2.22 -0.75 -1.11
H -1.46 0.94 1.16

The calculation puts the gap between HOMO and LUMO at 9.20 eV. The spin multiplicity is 1. Its molar mass is 95.1 g/mol. Its HOMO energy is -10.3 eV.



Name the most stable of them. run a.